Version w
Here is a cluster of 2 separate species, C4H10O3 in total from the OMol25 dataset. Energies are from the ωB97M-V functional and the def2-TZVPD basis.

Results
⟨S²⟩   0.7549
Total charge   -1
LUMO energy (spin up / spin down)   3.23 / 0.99 eV
2S+1   2
Kohn-Sham gap (spin up / spin down)   6.541 / 4.301 eV

Atoms and positions in Å:
C1 -0.200 0.291 -0.678
C2 -1.340 -0.502 0.022
C3 -2.681 -0.221 -0.819
O1 -3.825 -0.630 -0.238
C4 1.114 0.037 0.053
O2 2.385 0.212 -0.467
H1 -0.543 1.342 -0.475
H2 -0.063 0.098 -1.744
H3 -1.061 -1.558 -0.014
H4 -1.507 -0.139 1.021
H5 -2.648 0.896 -0.772
H6 -2.655 -0.446 -1.888
H7 0.936 0.686 0.948
H8 1.019 -0.948 0.563
H9 2.938 0.328 0.400
H10 3.878 1.388 1.356
O3 3.751 0.538 1.793

Atom charges from the Löwdin analysis, given in e for atoms 1 to 5: number 1, C, carries -0.2156; number 2, C, carries -0.1627; number 3, C, carries -0.3400; number 4, O, carries -0.0112; number 5, C, carries -0.3700

Version x
Here is a cluster of 2 separate species, C4H10O3 in total from the OMol25 dataset. Energies are from the ωB97M-V functional and the def2-TZVPD basis.

Results
⟨S²⟩   0.7548
Total charge   -1
LUMO energy (spin up / spin down)   3.44 / 1.29 eV
2S+1   2
Kohn-Sham gap (spin up / spin down)   6.856 / 4.708 eV

Atoms and positions in Å:
C1 0.192 0.602 0.183
C2 0.382 0.644 -1.311
C3 0.066 1.961 -1.969
O1 0.143 2.198 -3.335
C4 -0.099 -0.786 0.938
O2 -0.300 -0.598 2.294
H1 1.026 1.024 0.743
H2 -0.778 1.060 0.404
H3 -0.282 -0.087 -1.762
H4 1.402 0.321 -1.586
H5 0.704 2.768 -1.465
H6 -0.920 2.355 -1.562
H7 0.789 -1.445 0.540
H8 -1.035 -1.228 0.534
H9 -0.403 -2.110 2.691
H10 -0.284 -3.545 1.931
O3 -0.603 -3.132 2.731

Atom charges from the Löwdin analysis, given in e for atoms 1 to 5: number 1, C, carries -0.2243; number 2, C, carries -0.2500; number 3, C, carries -0.3547; number 4, O, carries -0.0237; number 5, C, carries -0.4743

Q: Which of them is the least stable? A: version w.

Version w
Here is a cluster of 2 separate species, C4H10OS in total from the OMol25 dataset. Energies are from the ωB97M-V functional and the def2-TZVPD basis.

Results
SMILES   C=CO.CCS
LUMO energy   0.82 eV
Kohn-Sham gap   9.575 eV

Atoms and positions in Å:
C1 1.945 0.054 0.993
C2 2.442 0.553 -0.136
O1 2.856 -0.165 -1.220
H1 1.682 0.743 1.777
H2 1.782 -1.013 1.055
H3 2.819 1.577 -0.129
H4 2.957 0.456 -1.946
C3 -1.502 0.376 -0.860
C4 -2.260 -0.295 0.266
S1 -1.324 -1.836 0.796
H5 -1.747 -0.086 -1.825
H6 -0.419 0.380 -0.777
H7 -1.825 1.403 -1.063
H8 -2.417 0.391 1.090
H9 -3.192 -0.733 -0.069
H10 -1.798 -1.804 2.049

Atom charges from the Löwdin analysis, given in e for atoms 1 to 5: number 1, C, carries -0.0067; number 2, C, carries -0.3071; number 3, O, carries -0.0083; number 4, H, carries 0.0540; number 5, H, carries 0.0455

Version x
Here is a cluster of 2 separate species, C4H10OS in total from the OMol25 dataset. Energies are from the ωB97M-V functional and the def2-TZVPD basis.

Results
SMILES   CC=O.CCS
LUMO energy   0.58 eV
Kohn-Sham gap   9.918 eV

Atoms and positions in Å:
C1 -1.805 -1.044 -1.006
C2 -2.513 -0.249 0.054
O1 -3.701 -0.549 0.426
H1 -0.969 -1.651 -0.557
H2 -2.529 -1.882 -1.358
H3 -1.305 -0.324 -1.752
H4 -1.834 0.460 0.561
C3 1.887 1.642 0.535
C4 1.338 0.293 0.579
S1 2.360 -0.954 -0.415
H5 2.977 1.761 0.476
H6 1.672 2.032 -0.512
H7 1.299 2.258 1.158
H8 0.322 0.235 0.060
H9 1.261 -0.076 1.655
H10 1.540 -1.951 0.097

Atom charges from the Löwdin analysis, given in e for atoms 1 to 5: number 1, C, carries -0.0936; number 2, C, carries -0.2703; number 3, O, carries -0.0228; number 4, H, carries 0.0674; number 5, H, carries 0.1125

Version y
Here is a cluster of 2 separate species, C4H10OS in total from the OMol25 dataset. Energies are from the ωB97M-V functional and the def2-TZVPD basis.

Results
SMILES   CC=O.CSC
LUMO energy   0.87 eV
Kohn-Sham gap   9.097 eV

Atoms and positions in Å:
C1 2.595 0.112 -1.505
C2 1.826 -0.129 -0.248
O1 1.651 -1.197 0.270
H1 2.144 0.863 -2.137
H2 2.659 -0.859 -2.011
H3 3.636 0.436 -1.437
H4 1.246 0.751 0.109
C3 -2.461 0.742 -0.170
S1 -2.752 -0.318 1.249
C4 -1.056 -0.742 1.754
H5 -2.666 1.787 0.053
H6 -3.148 0.463 -0.960
H7 -1.432 0.687 -0.517
H8 -0.888 -1.809 1.909
H9 -0.452 -0.477 0.904
H10 -0.901 -0.307 2.737

Atom charges from the Löwdin analysis, given in e for atoms 1 to 5: number 1, C, carries -0.0508; number 2, C, carries -0.3306; number 3, O, carries 0.0441; number 4, H, carries 0.0714; number 5, H, carries 0.0877

Q: Which of them is the least stable? A: version x.

Version w
Here is a cluster of 2 separate species, C4H10OS in total from the OMol25 dataset. Energies are from the ωB97M-V functional and the def2-TZVPD basis.

Results
SMILES   C=CO.CCS
LUMO energy   0.76 eV
Kohn-Sham gap   9.757 eV

Atoms and positions in Å:
C1 1.069 1.132 -1.981
C2 -0.077 0.791 -2.545
O1 -0.490 1.281 -3.745
H1 1.468 0.604 -1.132
H2 1.673 1.957 -2.337
H3 -0.757 0.078 -2.086
H4 -1.203 0.780 -4.092
C3 0.051 -0.541 0.985
C4 -0.276 -1.176 2.343
S1 -1.211 -0.131 3.453
H5 0.991 0.008 0.928
H6 -0.774 0.047 0.594
H7 0.286 -1.351 0.282
H8 -1.020 -1.942 2.118
H9 0.586 -1.664 2.774
H10 -0.315 0.128 4.443

Atom charges from the Löwdin analysis, given in e for atoms 1 to 5: number 1, C, carries 0.0118; number 2, C, carries -0.2812; number 3, O, carries 0.0070; number 4, H, carries 0.0256; number 5, H, carries 0.0606

Version x
Here is the molecule C4H10OS from the OMol25 dataset. Energies are from the ωB97M-V functional and the def2-TZVPD basis.

Results
SMILES   CCSCCO
LUMO energy   0.87 eV
Kohn-Sham gap   9.527 eV

Atoms and positions in Å:
C1 -2.412 1.046 -0.195
C2 -2.079 -0.129 0.556
S1 -0.654 -0.906 -0.237
C3 0.693 0.321 -0.090
C4 2.012 -0.283 0.084
O1 3.126 0.524 0.180
H1 -2.696 0.927 -1.244
H2 -3.403 1.425 0.087
H3 -1.565 1.763 -0.107
H4 -1.918 0.190 1.603
H5 -2.849 -0.929 0.516
H6 0.682 1.045 -0.954
H7 0.572 1.012 0.778
H8 1.908 -0.781 0.983
H9 2.049 -0.983 -0.774
H10 3.387 0.905 -0.670

Atom charges from the Löwdin analysis, given in e for atoms 1 to 5: number 1, C, carries -0.2409; number 2, C, carries -0.5895; number 3, S, carries 0.8700; number 4, C, carries -0.5160; number 5, C, carries -0.4165

Version y
Here is a cluster of 2 separate species, C4H10OS in total from the OMol25 dataset. Energies are from the ωB97M-V functional and the def2-TZVPD basis.

Results
SMILES   C=CO.CSC
LUMO energy   0.97 eV
Kohn-Sham gap   9.288 eV

Atoms and positions in Å:
C1 -4.261 1.857 1.141
C2 -3.087 1.242 1.042
O1 -2.396 1.256 -0.154
H1 -4.894 1.706 2.004
H2 -4.480 2.756 0.578
H3 -2.663 0.507 1.710
H4 -3.006 1.635 -0.792
C3 3.157 -1.307 -1.946
S1 2.502 -0.068 -0.810
C4 2.351 -1.019 0.683
H5 4.162 -1.607 -1.666
H6 3.141 -0.943 -2.940
H7 2.540 -2.202 -1.862
H8 1.411 -1.572 0.638
H9 3.092 -1.800 0.776
H10 2.433 -0.441 1.598

Atom charges from the Löwdin analysis, given in e for atoms 1 to 5: number 1, C, carries -0.0139; number 2, C, carries -0.2554; number 3, O, carries -0.0249; number 4, H, carries 0.0443; number 5, H, carries 0.0565

Q: Which of them is the least stable? A: version y.

Version w
Here is a cluster of 3 separate species, C4H15NO3 in total from the OMol25 dataset. Energies are from the ωB97M-V functional and the def2-TZVPD basis.

Results
⟨S²⟩   0.7504
Total charge   -1
LUMO energy (spin up / spin down)   3.60 / 3.52 eV
2S+1   2
Kohn-Sham gap (spin up / spin down)   2.527 / 9.902 eV

Atoms and positions in Å:
C1 -0.583 -0.219 0.342
C2 0.413 0.861 0.050
C3 0.185 2.216 0.763
O1 0.510 1.045 -1.344
C4 -0.266 -1.539 -0.399
N1 0.320 -2.493 0.594
H1 -0.658 -0.341 1.427
H2 -1.635 0.049 0.154
H3 1.379 0.498 0.459
H4 -0.358 2.898 0.120
H5 1.147 2.637 1.069
H6 -0.289 2.090 1.741
H7 1.224 1.669 -1.570
H8 -1.167 -1.920 -0.885
H9 0.401 -1.417 -1.250
H10 1.315 -2.321 0.509
H11 0.141 -3.486 0.475
H12 -1.114 3.346 -3.519
H13 -0.243 2.279 -2.740
O2 -0.219 2.988 -3.429
H14 -0.098 -2.406 2.606
H15 -1.089 -3.281 3.496
O3 -0.208 -2.931 3.433

Atom charges from the Löwdin analysis, given in e for atoms 1 to 5: number 1, C, carries -0.2091; number 2, C, carries -0.5589; number 3, C, carries -0.1298; number 4, O, carries -0.1975; number 5, C, carries -0.3443

Version x
Here is a cluster of 5 separate species, C4H15NO3 in total from the OMol25 dataset. Energies are from the ωB97M-V functional and the def2-TZVPD basis.

Results
⟨S²⟩   0.7544
Total charge   -1
LUMO energy (spin up / spin down)   3.99 / 3.23 eV
2S+1   2
Kohn-Sham gap (spin up / spin down)   8.374 / 7.686 eV

Atoms and positions in Å:
N1 -0.493 1.363 -0.516
C1 -1.420 0.435 -1.130
C2 -1.650 -0.693 -0.090
C3 -1.203 -0.075 1.254
C4 -0.851 1.366 0.867
H1 0.467 1.111 -0.747
H2 -2.385 0.905 -1.374
H3 -0.909 -0.048 -2.112
H4 -2.693 -1.029 -0.105
H5 -1.006 -1.547 -0.327
H6 -2.033 -0.131 1.956
H7 -0.359 -0.634 1.632
H8 -1.725 2.020 1.029
H9 -0.094 1.853 1.461
H10 2.192 -2.496 -1.641
H11 1.772 -1.453 -0.601
O1 1.424 -2.180 -1.160
H12 3.046 0.567 -0.642
H13 -1.101 -0.726 -2.991
O2 2.117 0.505 -0.403
H14 2.176 0.457 1.050
H15 2.784 0.135 2.509
O3 1.943 0.298 2.080

Atom charges from the Löwdin analysis, given in e for atoms 1 to 5: number 1, N, carries -0.0708; number 2, C, carries -0.2726; number 3, C, carries -0.1914; number 4, C, carries -0.1749; number 5, C, carries -0.2580

Q: Which of them is the least stable? A: version x.